# 1
Below is a cluster of 13 separate species, C53H81N3O39P3S in total at a distorted geometry, with properties calculated with ωB97M-V/def2-TZVPD.

Geometry as XYZ:
```
180
Properties=species:S:1:pos:R:3:forces:R:3
H 2.566 -3.040 7.478 -0.2 0.1 -0.2
H -2.084 -8.140 -6.705 0.0 0.0 0.1
C -0.979 -2.863 -3.728 -1.4 -0.1 -0.3
H -4.185 -6.761 4.817 0.3 0.0 -0.1
H -2.322 4.692 4.963 0.3 2.2 -0.1
H 1.621 1.533 -0.312 -1.7 -1.5 0.2
C 3.509 4.546 -2.568 -0.3 0.4 0.3
H -1.628 9.420 6.570 0.2 0.1 -0.2
O 2.170 -3.825 -2.850 -2.1 1.2 -0.4
C 1.303 2.961 2.993 1.6 -1.0 1.0
N -1.469 6.162 3.544 0.3 -2.7 -1.5
C -8.035 -0.268 -3.139 0.4 -0.5 1.0
H -1.061 3.250 3.814 0.2 0.5 -1.4
C -8.467 1.103 -4.848 -0.2 1.8 -1.6
H -4.986 -4.317 3.855 0.2 0.0 -0.2
H 2.342 3.309 2.583 -2.0 -0.7 0.6
H 3.896 0.234 -3.820 0.2 0.0 -0.2
C 1.821 0.130 4.072 -2.2 8.2 -4.7
O -2.496 -7.476 -4.810 -0.4 1.3 0.2
H -2.702 11.533 6.891 0.1 0.0 0.0
H -3.357 -5.267 5.326 0.0 0.0 -0.1
O -7.515 0.791 -3.921 -0.4 0.4 -0.7
O 2.907 -1.119 10.948 -0.2 -2.2 1.4
C 3.297 -3.468 13.386 0.4 -0.4 1.1
O 1.859 -3.020 11.671 0.5 0.8 -0.2
O -2.449 -6.279 3.792 0.3 0.5 -0.9
N -0.433 5.367 1.354 -0.3 0.5 2.8
H -7.241 -0.964 -2.854 0.0 0.3 -0.1
C -0.796 -6.544 -6.013 1.2 0.0 -0.5
C 0.059 3.092 1.921 0.4 0.2 0.4
C -1.620 11.526 7.058 -0.7 0.1 1.0
H -2.465 1.502 0.071 0.4 -1.0 1.9
H 4.090 -4.164 13.671 0.0 0.3 -0.1
O -3.352 -4.588 2.609 1.0 -0.4 0.0
H 1.253 -0.304 0.128 -1.1 2.4 -0.5
O 4.583 -2.466 -5.408 0.6 0.6 -0.3
H -0.033 10.055 7.046 -0.1 0.0 0.0
H 4.983 -6.416 -10.014 0.2 -0.1 -0.2
C 1.916 5.406 -0.607 1.4 1.0 -1.0
O -1.033 12.560 6.290 0.5 -0.3 -1.0
C 0.767 0.759 -0.111 0.0 -0.4 -0.3
H -3.027 9.265 1.570 0.8 -2.1 0.6
C 5.599 -1.599 -5.689 2.5 -0.5 -1.5
H 2.697 -4.876 -4.987 0.0 -0.3 -0.1
C -1.550 -7.817 -5.805 0.4 -1.1 -0.5
H -1.546 -2.824 -4.662 0.2 -0.2 0.2
C -5.557 3.360 -4.217 -1.3 0.0 -0.3
H -0.938 -0.922 -2.777 0.2 -0.1 0.0
H 3.665 -6.259 -4.418 -0.1 0.1 -0.1
H 6.612 -7.366 -8.543 -0.1 -0.1 -0.1
C -3.441 2.989 -3.603 0.8 -0.7 0.2
H -1.424 11.675 8.124 0.0 0.1 -0.2
H 5.784 -8.859 -9.052 0.2 0.1 -0.1
C 1.476 1.390 3.496 2.6 -7.9 3.7
C 4.471 -5.261 -6.160 0.7 1.0 0.1
O 0.929 -2.574 6.295 -1.1 -0.1 -0.2
C 2.864 -2.097 11.677 0.4 2.0 -1.2
O -0.194 12.620 4.163 -0.9 -1.5 2.0
H 0.817 -2.403 9.497 -0.2 -0.1 -0.2
H -8.610 -1.672 -4.683 0.0 0.1 0.1
O 8.717 -7.430 -11.780 -2.3 -0.1 1.5
O -0.574 -2.607 7.974 -0.1 0.2 -1.3
H -5.021 -5.761 2.812 0.1 0.0 0.0
C -0.807 6.054 5.993 -0.2 2.7 5.2
O 1.698 -9.036 -1.694 0.5 2.1 1.7
C 1.931 -8.129 -0.911 -0.6 -1.9 -1.5
H 0.747 -3.995 8.702 0.0 0.1 0.0
O -0.888 6.733 7.142 0.1 -4.2 -7.4
H 4.222 -4.380 -6.761 0.1 -0.2 0.1
C -0.968 10.291 6.527 0.0 -1.1 0.6
O -3.719 4.268 -3.213 0.7 -1.2 -0.3
O -9.472 0.180 -4.854 0.7 1.0 -0.1
C 6.339 -7.985 -9.404 -0.4 -0.4 1.1
C -2.042 5.827 4.920 0.8 0.2 1.3
H 4.251 5.375 -2.162 -1.5 -1.8 -0.9
H 4.002 -2.129 -3.472 -0.1 0.0 -0.1
C 0.291 8.426 2.417 1.5 0.3 -1.6
H -2.927 6.551 5.232 1.9 -1.7 -1.0
C -3.125 1.126 2.334 0.3 -0.8 -0.4
O -3.542 -5.511 -4.280 1.8 -1.1 -1.2
C 7.707 -7.493 -11.100 2.2 0.1 -1.4
H 2.722 -4.872 11.842 0.0 0.1 0.1
H -9.887 -1.325 -3.491 0.0 0.2 -0.2
C 3.500 -7.049 -7.083 -0.4 -1.7 -1.4
H 1.085 3.596 3.974 0.5 -1.3 -2.2
H 0.954 6.821 -2.666 1.5 -1.0 -0.4
O 1.047 -7.672 0.023 0.5 -0.4 -0.9
H 3.007 5.787 -0.307 -2.5 -0.9 -0.6
H 2.096 -7.340 1.753 0.0 0.0 -0.1
C 1.653 -2.438 7.504 1.2 0.3 0.3
H -0.795 4.810 -1.908 0.5 -1.0 1.0
O 0.107 -3.764 -3.837 1.4 0.3 0.5
H -0.468 10.680 2.428 1.2 -1.4 -1.2
H -6.123 3.399 -5.152 0.1 -0.2 0.2
H 1.444 -4.525 13.034 0.0 0.2 -0.2
H 0.695 7.744 1.546 -0.8 1.2 1.8
H -6.218 3.019 -3.414 0.1 0.0 -0.1
C -4.894 4.660 -3.898 -0.6 1.0 -0.2
C -2.673 -6.124 -4.878 -1.5 0.8 1.1
H 2.686 -2.078 -4.671 0.3 -0.1 -0.1
H 3.714 3.521 -2.026 -0.4 2.1 -0.9
H -0.442 -6.434 -7.042 -0.1 0.1 0.2
H 5.372 -5.052 -5.578 -0.1 -0.1 -0.3
H -8.486 0.149 -2.233 0.0 0.0 -0.1
O 4.677 -6.361 -7.027 -0.9 -0.9 -0.2
C 2.902 -6.342 0.011 0.6 0.9 0.1
H 1.984 -1.050 4.137 -0.6 3.3 -0.1
C 5.590 -7.218 -10.444 -1.1 0.2 0.0
O 7.520 -8.378 -10.077 0.3 0.5 -0.9
O -1.750 -5.547 -5.701 -1.0 -0.1 0.6
H -2.352 7.725 0.684 -0.8 0.9 2.1
O -4.470 2.459 -4.327 1.5 0.2 0.7
C -4.379 -5.119 3.425 -1.1 0.2 0.0
H 1.208 4.276 -2.583 1.3 1.6 0.8
C 1.762 -6.789 0.868 -0.4 0.5 1.0
O 3.109 -7.441 -0.856 -0.6 -0.7 -0.2
S -2.870 4.353 -0.171 0.7 -0.3 0.0
H 2.653 -5.460 -0.589 0.0 -0.1 0.0
H -3.704 7.510 1.981 2.2 1.5 -0.3
P -1.043 3.889 -0.792 -1.8 0.3 -0.3
H 0.230 5.548 5.740 -1.9 0.9 0.3
O -2.407 2.398 -3.339 -1.6 1.0 -0.3
O 1.630 4.255 0.259 -2.6 1.5 0.2
C -1.050 5.152 2.716 1.7 -3.0 -3.4
C -2.104 0.931 1.026 -1.3 -0.5 -0.6
H 1.128 -5.957 1.184 -0.1 -0.3 -0.1
C -2.727 8.146 1.732 -0.4 -1.2 -1.6
H -4.609 5.216 -4.798 0.0 -0.1 0.1
H 2.845 -3.051 14.292 0.0 0.0 -0.1
H -0.567 9.814 0.731 1.6 0.3 2.1
C 1.136 -3.234 -3.113 1.3 -1.3 0.5
H 4.948 -7.860 -11.057 0.1 0.0 0.1
C -2.262 -5.394 2.770 1.9 0.1 -1.2
N -1.050 3.646 2.841 0.3 4.1 -0.1
H -2.185 -0.230 0.762 0.6 2.5 0.5
O -1.252 -5.332 2.089 -2.1 -0.1 1.4
H 1.924 -1.386 7.637 0.0 -0.1 0.0
H 3.803 -6.133 0.593 0.0 -0.1 -0.2
H 3.367 0.054 -5.511 0.0 0.0 0.0
O 6.603 -1.894 -6.317 -2.5 0.6 1.5
H 0.020 0.615 -1.014 1.7 0.5 1.6
O 0.858 -1.955 -2.724 0.7 -0.9 0.0
H 0.055 -6.445 -5.331 -0.1 0.0 -0.1
H 3.698 4.390 -3.715 -0.6 0.4 2.3
H -3.895 0.216 2.333 1.6 2.2 0.0
H 1.170 8.465 3.223 -2.3 -0.1 -1.5
H -0.905 -8.632 -5.463 -0.2 0.1 0.1
H -3.708 2.142 2.286 1.3 -2.0 0.2
O 6.617 -6.687 -11.260 0.9 -0.4 0.0
O 3.816 -2.409 12.604 -0.6 0.4 -1.0
O 2.616 -6.591 -6.148 0.4 -0.5 -1.0
O -0.673 10.630 5.185 0.1 0.9 -0.4
H -0.980 2.555 -1.333 0.6 0.9 0.3
O -1.305 -2.462 5.811 1.9 -0.2 1.6
H -5.515 5.300 -3.266 0.3 -0.1 0.0
H -0.032 -1.006 -4.308 0.0 0.0 0.1
O -8.424 2.081 -5.577 0.0 -2.1 1.7
C 2.286 -4.098 12.483 -0.5 -1.1 0.2
P -1.404 7.914 3.129 -0.5 1.9 0.1
C -0.597 11.992 5.128 0.8 1.6 -1.7
C 0.090 9.934 1.720 -0.3 0.0 -0.2
O 1.831 6.394 -2.913 -1.2 -1.4 1.4
C 0.219 4.183 0.663 -0.3 -0.3 2.3
C -3.630 -5.887 4.465 -0.4 -0.3 1.1
C 0.686 -2.914 8.539 0.3 -0.2 1.2
H 1.151 10.402 1.438 -2.4 -1.2 0.7
H -0.792 6.145 0.760 0.2 -0.9 1.1
C 3.731 -1.816 -4.485 -0.7 -0.3 0.7
H -2.475 0.988 3.309 -1.4 0.5 -1.8
C 3.331 -5.709 -5.304 -0.2 0.5 1.1
H -1.641 -3.203 -2.924 0.1 0.0 -0.1
C -0.316 -1.563 -3.408 -0.6 1.0 -0.2
H 1.209 6.328 -0.470 1.0 -1.8 0.1
C 4.004 -0.367 -4.727 -0.6 0.9 0.2
C -9.045 -0.898 -4.042 -0.5 -1.1 0.1
C 1.979 5.075 -2.213 1.4 0.2 -0.1
C -0.397 -2.540 6.622 -1.8 0.1 -1.4
P -0.252 1.245 1.477 -1.2 -1.3 -0.5
O 3.267 -7.955 -7.865 0.5 1.9 1.6
O 5.347 -0.360 -5.176 0.3 -0.8 -0.3
```
Forces are in eV/Å.

## Properties
Maximum force = 9.67 eV/A
Gap between HOMO and LUMO = 6.67 eV
Total charge = +1
Spin multiplicity = 1
LUMO energy = -3.438 eV
Highest occupied orbital energy = -10.11 eV

=====

# 2
Below is a cluster of 10 separate species, C53H87N7O29 in total at a distorted geometry, with properties calculated with ωB97M-V/def2-TZVPD.

Geometry as XYZ:
```
176
Properties=species:S:1:pos:R:3:forces:R:3
N 1.054 -1.375 -5.368 -1.0 -3.2 1.7
O -1.658 -5.962 -0.420 -0.1 -0.4 0.3
H -3.742 -1.489 -1.861 -0.9 -1.6 -0.2
C -7.810 -2.367 -0.285 0.4 0.9 0.7
H -1.031 -4.679 2.149 -0.5 0.5 1.5
C -7.399 -0.242 2.219 -0.1 0.1 0.7
H 7.244 -2.637 0.340 -0.1 0.1 -0.2
C 5.970 -3.627 -2.338 -0.1 -0.1 -0.7
C 5.480 9.674 -0.234 0.9 0.5 0.3
H -0.332 -6.237 -1.993 -0.2 0.1 0.1
O -1.831 -0.119 -6.322 2.7 -3.7 1.4
H 7.809 -4.774 -0.586 -0.1 0.0 0.0
H -0.025 -10.309 5.450 0.0 0.1 0.0
C -1.589 -1.378 -6.253 -6.3 0.9 -3.6
H 2.821 9.436 0.572 0.1 0.0 0.0
H -2.947 -4.617 7.931 -0.1 0.0 0.2
H -6.325 -2.606 1.397 -1.6 -0.6 -0.1
O 6.485 10.327 -0.196 -0.9 -0.5 -0.1
H -6.248 -3.473 -2.212 0.3 1.9 0.1
C 3.589 8.671 0.422 -0.7 -0.2 0.5
H -1.679 -2.328 1.674 1.1 0.7 1.3
N 4.069 4.575 -5.241 -0.1 -3.1 2.1
H -1.765 -2.296 -2.950 -0.5 -1.8 -0.1
H 6.347 -5.236 0.315 0.0 0.0 -0.2
H -4.492 -2.555 6.976 0.0 0.1 0.2
O -4.835 -2.685 11.195 0.3 -0.2 -0.9
H 4.534 13.268 -2.523 0.0 0.0 -0.1
H 5.747 -1.251 -3.624 -0.8 0.8 -1.7
H -7.829 -3.780 1.493 0.7 1.4 -0.1
O 1.173 -6.661 5.217 -0.4 -0.9 -0.4
O 1.352 -8.894 4.880 -0.2 0.5 -0.1
H 0.621 -8.221 -0.346 -0.2 0.0 0.1
C -6.599 -1.531 -0.976 -0.4 -0.5 -1.1
H -0.218 0.044 3.279 -1.3 -0.6 -0.6
C -2.020 -6.822 0.571 -1.2 0.3 1.0
O 5.137 11.446 -4.567 -0.2 0.6 -0.3
C 5.473 13.139 -3.069 0.1 0.4 0.7
H 0.945 8.340 -6.612 -0.1 0.1 0.2
C 0.591 4.345 -1.877 0.1 0.1 -1.1
C 6.441 -3.137 -0.205 0.1 0.4 0.9
C 5.887 0.715 -4.671 0.8 -0.7 -0.6
H 0.635 0.620 9.944 -0.1 -0.2 -0.1
H 5.080 0.878 -6.748 0.5 1.3 1.4
H -4.175 -4.419 -3.215 0.7 1.6 0.0
C -3.962 -2.706 7.918 0.3 0.4 -0.8
C -1.176 -0.408 2.845 -0.5 0.6 -0.3
H -0.984 -5.078 -4.088 -0.4 1.7 -0.7
H 5.777 1.157 -3.624 -0.1 -0.4 -1.5
C -7.457 -2.724 1.264 -0.6 0.9 -0.6
C 3.834 8.381 -1.027 -0.6 -0.6 -0.6
H -4.711 -1.031 1.637 -0.2 1.3 1.1
O -1.146 -1.486 6.728 0.5 0.7 0.8
H 0.872 -10.695 3.963 0.1 0.2 0.1
C -3.703 -3.372 -3.178 0.8 1.2 1.2
C -0.606 -9.132 3.725 -0.6 -0.3 -0.6
H -1.042 -5.250 3.914 -0.7 1.2 -1.0
O -2.941 -6.650 1.313 0.8 -0.2 -0.7
N 3.144 -2.082 -4.183 -1.7 -0.2 -0.8
H -8.054 -3.325 -0.858 0.4 1.4 0.6
H 3.429 2.453 -6.427 0.7 0.2 1.1
H -0.351 -9.097 2.663 0.0 0.0 0.1
H -5.823 -1.208 -0.203 -1.2 -0.4 -1.1
H -2.549 -4.343 3.189 1.8 -0.5 -0.1
H -2.690 0.925 3.997 0.7 -1.5 -0.4
H 3.314 7.778 0.985 0.2 0.1 0.1
C -0.664 -0.597 7.375 -0.3 -0.6 -0.5
H 5.416 11.040 -2.550 0.1 0.1 -0.4
H 5.892 -1.471 -5.434 -1.0 1.2 1.2
C -1.398 -4.424 3.206 -0.1 0.8 0.4
H -9.263 -1.545 1.876 1.6 -0.1 0.7
O 0.393 2.358 0.864 0.1 0.8 -0.7
O -3.888 -4.116 9.714 -0.2 0.5 0.2
H -4.322 0.701 2.323 -0.7 -1.6 0.0
N -0.203 -3.098 -4.630 -4.2 -0.1 -2.6
H 3.594 -2.768 -3.559 0.1 0.9 -0.8
H 6.865 11.525 -3.457 -0.1 0.0 0.0
H -4.244 -1.128 4.640 0.8 0.1 -1.5
H 7.028 0.665 -4.875 -1.8 0.2 0.4
H -1.108 1.773 8.771 0.0 -0.1 0.0
C -5.865 -2.385 -2.134 1.4 0.2 0.3
O 5.617 -3.493 -3.479 0.1 -0.5 1.1
C -0.308 -1.925 -5.473 5.7 -2.3 3.6
H -1.766 -3.921 -2.066 -0.6 0.6 -1.4
H -7.019 -0.586 -1.498 0.7 -1.4 1.1
C 1.835 -2.273 -4.508 -3.3 0.5 -1.5
C -0.403 -6.401 -0.916 0.5 0.5 -0.4
H -2.983 -2.223 7.856 -0.1 -0.1 0.0
C -4.257 -2.525 -1.896 -0.7 -0.4 -0.9
H 6.003 2.414 -6.160 -0.9 -1.1 0.3
C 0.963 7.889 -3.519 -0.4 0.4 0.5
O 0.619 8.129 -2.389 0.4 -0.4 -0.9
H 2.581 6.334 -5.694 -0.2 0.0 0.2
H -2.078 -4.080 -5.247 1.3 0.5 1.1
H -1.571 -2.677 4.580 1.3 -0.1 -1.2
H -1.933 -0.457 4.944 -0.9 0.4 -1.8
H 0.391 -5.836 -0.418 0.0 0.0 0.0
C 0.621 0.471 8.863 0.6 0.2 0.6
H -0.837 -8.484 -1.330 0.0 0.1 0.0
O 1.627 6.761 -3.901 -0.3 0.7 0.6
H -6.968 0.059 1.204 -0.9 -0.6 1.2
H 5.502 -2.993 0.336 0.1 0.0 -0.1
C 5.792 11.700 -3.331 0.4 -0.6 0.7
C -1.366 -4.018 -4.354 -0.5 -0.1 1.8
H 1.246 5.861 -0.482 -0.1 0.0 0.0
C -3.866 -4.152 8.294 0.2 -0.7 -0.5
H 4.230 7.375 -1.192 0.0 0.1 0.0
H -1.615 -9.533 3.835 0.0 0.2 0.0
C 0.402 -9.892 4.533 0.1 -0.8 0.2
O 0.739 8.712 -4.577 0.0 -0.5 0.9
C -6.170 -0.276 3.270 0.0 0.5 -1.1
H 0.124 -2.003 1.962 -1.7 0.1 0.6
H 1.393 4.666 -2.544 0.0 -0.2 0.1
N 0.998 -3.377 -4.064 3.0 4.5 -1.9
H 3.151 2.944 -2.795 0.9 -0.1 -0.4
H -8.135 0.594 2.521 1.1 -1.3 -0.4
O 0.029 -0.778 8.532 -0.4 0.0 -0.6
H -3.954 -2.745 -4.116 0.3 -1.3 1.3
C -0.386 -7.856 -0.556 0.5 -0.7 -0.3
H -0.431 6.052 -1.040 0.1 -0.1 0.2
O 4.638 12.771 -6.336 0.3 -0.1 1.0
H 4.859 2.870 -2.786 -0.8 0.1 -0.3
H -5.968 -1.853 -3.154 -0.1 -1.0 1.6
C -2.104 -3.402 -3.029 -0.3 0.3 -0.8
O 0.956 3.162 -1.179 -0.1 0.0 0.6
O -0.741 0.721 7.046 0.1 -0.7 0.1
H 3.493 -0.644 -5.818 0.1 -0.7 1.7
C -3.686 -1.041 3.634 -0.4 0.6 0.0
O 5.322 13.678 -4.376 -0.1 -0.4 -0.4
C 4.029 3.377 -4.653 -0.1 2.9 -2.0
H -3.497 -2.109 3.275 0.1 1.5 0.6
H 4.098 5.271 -4.476 -0.1 -0.4 -0.3
C 0.710 -7.694 4.823 0.4 1.0 0.4
N 3.934 2.215 -5.550 0.3 0.6 1.1
C 1.484 8.197 -5.674 0.3 0.4 -0.8
O 4.831 9.330 -1.381 0.3 0.2 0.6
O -2.516 -2.226 -6.873 5.5 1.9 3.7
H -0.305 4.143 -2.471 0.0 0.0 0.1
C 5.379 -0.814 -4.628 0.1 0.0 0.6
H -4.722 -4.735 7.941 0.0 0.0 0.0
O -1.195 -7.908 0.609 -0.2 0.4 -0.1
O 6.086 -4.825 -1.705 -0.2 0.7 -0.5
H -8.733 -1.670 -0.296 1.3 -1.4 0.0
C 0.419 3.255 0.070 -0.1 -0.8 0.9
C 1.645 6.751 -5.322 0.3 -0.7 -0.9
C -0.258 1.459 8.159 -0.1 0.9 0.2
H 0.289 2.344 7.830 -0.1 -0.1 -0.2
O -0.083 4.501 0.299 0.2 -0.7 -0.1
H 2.441 8.724 -5.731 -0.1 0.0 0.0
H 6.271 13.651 -2.528 -0.1 0.1 -0.2
C -8.174 -1.649 2.230 0.5 -0.5 -0.4
H 1.650 0.484 8.489 -0.1 0.0 0.0
O -0.523 -7.819 4.260 0.6 0.0 0.3
C -0.918 -1.947 2.462 0.2 0.2 0.1
H -1.418 0.214 1.898 0.5 -1.1 1.4
H -4.010 -3.046 -0.900 -0.5 0.6 -1.5
H -6.232 0.711 3.871 0.3 -1.8 -0.6
C -2.362 -0.175 3.905 0.2 -0.8 0.6
C 6.739 -4.582 -0.466 0.4 -0.6 0.6
O -4.686 -2.139 9.002 -0.1 -0.4 0.6
C 0.340 5.326 -0.780 -0.2 1.0 0.0
H -8.154 -2.088 3.297 -0.2 0.9 -1.5
C -4.502 -2.955 10.076 -0.3 0.3 1.0
O 6.305 -2.598 -1.514 -0.2 -0.5 -0.6
C 3.778 -0.848 -4.726 1.2 1.5 0.2
C 5.260 1.597 -5.858 0.3 -0.7 -0.1
O 4.840 9.182 0.862 0.4 0.2 -0.6
N 4.030 3.339 -3.174 -0.1 -0.7 -1.2
H 3.393 0.061 -4.127 0.5 -1.5 -1.0
H 1.307 -4.123 -3.435 -1.1 0.4 -0.6
C -0.882 -2.957 3.715 0.2 -1.4 -1.2
C 4.999 12.643 -5.200 -0.3 0.1 -1.1
C -4.710 -0.352 2.559 0.2 -0.6 1.4
H -6.282 -1.205 3.930 0.1 1.5 -0.7
H 0.815 6.137 -5.681 0.0 0.0 0.1
H 2.938 8.514 -1.636 0.2 0.1 0.0
H 0.222 -3.090 4.023 -1.8 0.5 0.0
```
Forces are in eV/Å.

## Properties
Maximum force = 7.34 eV/A
Gap between HOMO and LUMO = 6.97 eV
Total charge = 0
Spin multiplicity = 1
LUMO energy = -0.921 eV
Highest occupied orbital energy = -7.89 eV